Record 1
The following is a DFT calculation (ωB97M-V with the def2-TZVPD basis set) of a 6-piece molecular cluster, C47H85F2IN2O15S6 overall in a non-equilibrium geometry.

HOMO, eV: -8.7
E, Eh: -5966.09064

```
! RIJCOSX wB97M-V def2-TZVPD def2/J DEFGRID3
* xyz 0 1
C 3.156 -3.749 -3.793
C 2.151 -2.522 -3.561
C 1.071 -2.302 -4.733
C 1.196 -0.823 -5.345
C 0.529 0.334 -4.406
C 1.465 1.655 -4.637
C 0.568 2.949 -4.421
C 0.722 3.812 -3.095
O -0.481 3.604 -2.247
C -1.387 4.700 -2.382
F -1.905 4.845 -3.733
C -2.681 4.322 -1.473
C -2.471 4.713 0.074
O -2.850 3.910 0.948
F -1.856 5.915 0.516
C 2.097 3.790 -2.303
C 3.178 4.497 -3.312
C 4.492 3.626 -3.578
C 5.755 4.031 -2.627
C 7.170 3.711 -3.379
N 7.933 2.733 -2.538
C 8.908 1.925 -3.335
C 8.554 3.367 -1.357
C 8.148 2.725 0.076
O 9.330 4.360 -1.385
C 1.909 4.898 -1.111
C 3.423 5.028 -0.307
C 3.338 5.831 1.168
O 3.969 6.434 -0.182
O 2.616 2.615 -1.730
C 1.769 1.568 -1.318
N 2.479 0.260 -1.679
C 3.754 0.430 -1.774
S 5.411 0.462 -1.771
C 1.522 1.419 0.288
I 3.264 1.865 1.510
C 0.195 2.156 0.810
C -1.013 1.056 0.806
H 3.866 -3.767 -2.877
H 2.665 -4.777 -3.832
H 3.841 -3.551 -4.699
H 1.564 -2.708 -2.584
H 2.788 -1.572 -3.510
H -0.002 -2.570 -4.446
H 1.357 -3.029 -5.590
H 2.327 -0.575 -5.386
H 0.819 -0.772 -6.423
H -0.536 0.485 -4.800
H 0.561 -0.053 -3.335
H 1.732 1.607 -5.764
H 2.456 1.600 -4.083
H 0.733 3.649 -5.330
H -0.541 2.629 -4.505
H 0.596 4.916 -3.435
H -0.968 5.675 -1.963
H -3.656 4.727 -1.911
H -2.781 3.172 -1.491
H 2.695 4.674 -4.351
H 3.458 5.562 -2.955
H 4.851 3.905 -4.646
H 4.345 2.497 -3.593
H 5.694 5.148 -2.402
H 5.779 3.408 -1.669
H 7.774 4.696 -3.414
H 7.026 3.312 -4.439
H 9.116 2.338 -4.381
H 8.423 0.888 -3.494
H 9.851 1.734 -2.712
H 8.121 1.580 -0.039
H 7.110 3.096 0.416
H 8.885 3.031 0.892
H 1.232 4.536 -0.269
H 1.676 5.939 -1.510
H 4.181 4.104 -0.388
H 2.407 6.484 1.372
H 4.324 6.095 1.688
H 0.741 1.456 -1.794
H 1.326 0.288 0.433
H -0.177 3.016 0.165
H 0.375 2.513 1.892
H -1.409 1.016 -0.270
H -1.875 1.395 1.474
H -0.677 0.026 1.159
O -1.826 -1.805 2.151
S -2.916 -1.230 2.908
O -4.086 -0.665 2.270
C -3.444 -2.418 4.130
C -2.566 -2.131 5.338
C -2.515 -0.607 5.461
C -2.244 -0.042 4.065
H -3.323 -3.429 3.742
H -4.495 -2.223 4.352
H -2.962 -2.596 6.239
H -1.557 -2.522 5.171
H -3.479 -0.238 5.827
H -1.750 -0.284 6.171
H -2.733 0.922 3.918
H -1.174 0.050 3.871
O -4.411 -4.092 6.327
S -5.834 -4.353 6.368
O -6.771 -3.420 6.954
C -6.382 -4.763 4.720
C -6.195 -6.271 4.626
C -6.695 -6.835 5.959
C -6.096 -5.975 7.073
H -5.798 -4.211 3.985
H -7.437 -4.491 4.643
H -6.741 -6.691 3.779
H -5.135 -6.511 4.499
H -7.787 -6.775 5.993
H -6.421 -7.885 6.081
H -6.772 -5.894 7.925
H -5.130 -6.362 7.401
O -4.918 -6.717 11.074
S -6.355 -6.800 10.958
O -7.003 -7.545 9.900
C -7.020 -7.331 12.527
C -7.242 -6.037 13.298
C -7.851 -5.054 12.296
C -7.028 -5.142 11.009
H -6.321 -8.009 13.016
H -7.966 -7.841 12.333
H -7.893 -6.191 14.161
H -6.285 -5.648 13.661
H -8.888 -5.340 12.090
H -7.864 -4.034 12.686
H -7.644 -4.975 10.125
H -6.193 -4.439 11.019
O 6.338 0.600 -8.866
S 7.008 1.524 -7.981
O 6.562 1.755 -6.625
C 8.746 1.123 -7.956
C 9.336 1.929 -9.106
C 8.681 3.310 -9.023
C 7.180 3.095 -8.821
H 8.882 0.048 -8.071
H 9.151 1.453 -6.996
H 10.423 1.991 -9.036
H 9.084 1.458 -10.061
H 9.093 3.857 -8.169
H 8.877 3.904 -9.918
H 6.739 3.882 -8.209
H 6.654 3.027 -9.775
O -7.629 -3.964 -1.326
S -6.914 -3.044 -2.182
O -6.544 -3.382 -3.538
C -7.785 -1.487 -2.193
C -7.196 -0.718 -1.017
C -5.687 -0.959 -1.078
C -5.469 -2.455 -1.305
H -8.857 -1.660 -2.099
H -7.565 -0.988 -3.139
H -7.440 0.345 -1.071
H -7.594 -1.110 -0.076
H -5.262 -0.394 -1.915
H -5.187 -0.622 -0.167
H -4.579 -2.647 -1.906
H -5.403 -2.998 -0.360
*
```

***

Record 2
The following is a DFT calculation (ωB97M-V with the def2-TZVPD basis set) of a 13-piece molecular cluster, C47H90O23S6 overall in a non-equilibrium geometry.

HOMO, eV: -9.1
E, Eh: -5964.43975

```
! RIJCOSX wB97M-V def2-TZVPD def2/J DEFGRID3
* xyz 0 1
C -3.846 -2.447 -2.893
C -3.822 -1.785 -4.246
C -4.726 -2.345 -5.373
O -5.424 -1.217 -5.857
C -5.292 -0.159 -5.033
O -5.903 0.837 -5.122
O -4.463 -0.481 -4.032
H -3.386 -3.432 -3.002
H -4.847 -2.425 -2.459
H -3.286 -1.910 -2.126
H -2.809 -1.522 -4.554
H -5.424 -3.085 -4.966
H -4.154 -2.896 -6.117
C -3.818 2.306 3.871
C -2.532 1.527 3.624
C -1.433 1.556 4.678
O -1.481 0.277 5.272
C -2.281 -0.529 4.556
O -2.428 -1.667 4.755
O -2.855 0.137 3.551
H -4.497 2.471 3.041
H -3.466 3.300 4.177
H -4.391 1.936 4.725
H -2.207 1.979 2.686
H -1.619 2.364 5.392
H -0.471 1.808 4.231
C 2.968 -0.714 -3.700
C 3.033 0.184 -4.898
O 3.530 1.270 -4.895
C 2.610 -0.499 -6.184
H 1.952 -1.118 -3.648
H 3.222 -0.141 -2.809
H 3.586 -1.608 -3.782
H 3.155 -0.077 -7.024
H 1.552 -0.226 -6.304
H 2.689 -1.581 -6.139
C -5.542 2.046 0.385
C -4.174 1.573 0.004
O -3.225 2.296 0.056
C -4.025 0.161 -0.476
H -6.303 1.984 -0.392
H -5.469 3.114 0.612
H -5.890 1.576 1.307
H -4.237 0.061 -1.546
H -4.714 -0.493 0.058
H -2.987 -0.147 -0.403
C 2.452 1.931 -0.894
C 3.636 2.715 -1.377
O 4.726 2.529 -0.931
C 3.324 3.818 -2.340
H 1.874 1.522 -1.728
H 1.770 2.654 -0.432
H 2.708 1.101 -0.238
H 3.083 4.774 -1.868
H 2.432 3.550 -2.915
H 4.092 4.056 -3.074
C 1.103 -2.551 4.871
C 2.050 -2.627 6.033
O 2.999 -3.364 6.007
C 1.850 -1.629 7.145
H 1.557 -3.032 4.006
H 0.766 -1.529 4.715
H 0.181 -3.126 5.027
H 1.059 -0.911 6.938
H 2.812 -1.138 7.288
H 1.558 -2.091 8.090
C 0.086 -1.690 1.062
C -0.153 -0.239 0.777
O -0.103 0.598 1.636
C -0.262 0.082 -0.681
H -0.559 -2.239 0.375
H -0.139 -1.843 2.114
H 1.146 -1.937 1.003
H 0.626 -0.276 -1.197
H -0.411 1.147 -0.879
H -1.222 -0.287 -1.050
C -0.137 -3.949 -2.084
C 0.852 -4.492 -1.066
C 1.684 -5.458 -1.893
S 1.944 -4.670 -3.531
O 1.704 -5.673 -4.531
O 3.165 -3.896 -3.513
C 0.553 -3.478 -3.333
H -0.783 -3.164 -1.682
H -0.819 -4.776 -2.337
H 0.369 -4.831 -0.154
H 1.486 -3.651 -0.746
H 1.128 -6.374 -2.115
H 2.610 -5.853 -1.476
H -0.033 -3.268 -4.220
H 1.080 -2.561 -3.052
C -0.522 3.402 -4.714
C -1.099 3.000 -3.350
C -2.099 1.891 -3.661
S -1.156 0.836 -4.780
O -1.951 0.445 -5.915
O -0.437 -0.127 -3.972
C 0.061 2.114 -5.291
H 0.327 4.055 -4.499
H -1.263 3.926 -5.313
H -1.545 3.867 -2.872
H -0.290 2.611 -2.726
H -2.860 2.322 -4.320
H -2.592 1.379 -2.842
H 0.166 2.199 -6.369
H 1.007 1.943 -4.785
C 6.360 -3.063 -1.113
C 6.091 -1.842 -1.985
C 5.677 -0.740 -1.016
S 4.712 -1.598 0.264
O 3.290 -1.391 0.128
O 5.367 -1.213 1.487
C 5.125 -3.286 -0.272
H 7.189 -2.906 -0.407
H 6.777 -3.893 -1.688
H 5.251 -2.119 -2.633
H 6.893 -1.483 -2.625
H 5.151 0.101 -1.475
H 6.557 -0.224 -0.633
H 4.288 -3.609 -0.896
H 5.164 -3.874 0.641
C -0.622 5.264 2.759
C -0.735 6.760 2.334
C -0.229 6.898 0.885
S 0.392 5.319 0.321
O 1.815 5.205 0.537
O -0.137 5.113 -1.006
C -0.506 4.340 1.563
H -1.477 4.993 3.372
H 0.267 5.257 3.390
H -0.128 7.384 2.980
H -1.782 7.051 2.362
H 0.506 7.693 0.792
H -1.076 7.142 0.248
H 0.043 3.399 1.640
H -1.480 4.080 1.144
C -4.320 -5.672 2.659
C -4.451 -4.277 3.298
C -3.698 -3.323 2.391
S -4.051 -3.849 0.723
O -2.801 -3.873 -0.003
O -5.143 -3.100 0.145
C -4.644 -5.499 1.189
H -5.001 -6.386 3.117
H -3.306 -6.047 2.796
H -4.037 -4.169 4.306
H -5.454 -3.890 3.519
H -2.648 -3.604 2.540
H -3.701 -2.242 2.493
H -4.222 -6.158 0.424
H -5.694 -5.560 0.894
C 3.024 3.056 2.886
C 2.687 4.022 4.017
C 3.639 3.792 5.151
S 3.463 1.961 5.359
O 2.269 1.726 6.138
O 4.697 1.325 5.732
C 3.139 1.677 3.560
H 4.004 3.276 2.464
H 2.289 3.076 2.088
H 1.678 3.780 4.363
H 2.662 5.033 3.607
H 3.479 4.196 6.144
H 4.685 3.879 4.851
H 2.281 1.003 3.553
H 3.969 1.091 3.166
*
```